1.
A structure of composition C2H4Cl2S at a distorted geometry. Source: the OMol25 dataset; level of theory: the ωB97M-V functional and the def2-TZVPD basis.

Summary:
- calculated total energy (eV) = -38017.31862
- LUMO level (eV) = -0.418
- Kohn-Sham gap (eV) = 9.0

Last column: Löwdin charge in e.
Positions of all 9 atoms, in Å:
C (0.14, -0.64, -0.30)  -0.21
C (-1.26, -0.15, 0.12)  -1.47
S (-1.22, 2.10, -0.32)  0.42
Cl (-1.58, -0.41, 1.75)  0.65
Cl (-2.42, -0.84, -0.95)  0.62
H (-0.04, -1.54, -0.76)  0.02
H (0.46, -0.04, -1.14)  0.06
H (0.76, -0.61, 0.53)  0.05
H (-0.45, 2.29, 0.89)  -0.14



2.
A structure of composition C30H45F5IN5O5SeSi4Ti. Source: the OMol25 dataset; level of theory: the ωB97M-V functional and the def2-TZVPD basis.

Summary:
- calculated total energy (eV) = -191197.31000
- LUMO level (eV) = 3.979
- total charge = -2
- Kohn-Sham gap (eV) = 6.6

Last column: Löwdin charge in e.
Positions of all 97 atoms, in Å:
Ti (-0.07, -0.16, -0.02)  1.03
O (-2.15, 0.05, -0.50)  -0.26
C (-3.09, -0.97, -0.17)  -0.25
C (-2.91, -1.22, 1.30)  -0.13
N (-1.49, -1.39, 1.60)  -0.19
C (-1.18, -0.83, 2.92)  -0.08
C (-0.89, 0.66, 2.78)  -0.59
O (-1.14, 1.44, 3.68)  0.07
O (-0.34, 0.96, 1.64)  -0.11
C (-0.98, -2.76, 1.51)  -0.10
C (0.53, -2.64, 1.57)  -0.64
O (1.22, -3.47, 2.13)  0.06
O (0.97, -1.57, 0.99)  -0.19
H (-2.47, 0.49, -1.33)  -0.10
H (-2.87, -1.86, -0.76)  0.03
H (-4.09, -0.62, -0.42)  0.09
H (-3.50, -2.08, 1.64)  0.13
H (-3.26, -0.34, 1.85)  0.14
H (-0.28, -1.28, 3.32)  0.14
H (-1.99, -1.00, 3.63)  0.14
H (-1.26, -3.20, 0.55)  0.07
H (-1.35, -3.40, 2.32)  0.14
I (-4.06, 1.22, -3.00)  -0.23
C (-0.12, 1.23, -1.64)  -0.22
C (-0.41, 2.08, -2.71)  -0.09
C (-0.05, 3.41, -2.57)  -0.05
C (0.55, 3.88, -1.40)  -0.04
C (0.75, 3.00, -0.36)  -0.06
N (0.40, 1.73, -0.56)  -0.08
H (-0.94, 1.73, -3.58)  0.04
H (-0.26, 4.10, -3.37)  0.11
H (0.83, 4.92, -1.29)  0.10
H (1.15, 3.27, 0.61)  0.11
C (-0.34, -3.42, -5.51)  -0.23
Si (0.23, -2.08, -4.29)  0.35
C (-0.54, -0.51, -4.98)  -0.23
C (2.09, -1.94, -4.69)  -0.23
Si (-0.24, -2.43, -1.97)  0.49
Si (1.36, -4.15, -1.60)  0.35
C (1.81, -5.14, -3.15)  -0.22
C (0.77, -5.50, -0.40)  -0.21
C (2.99, -3.51, -0.93)  -0.20
Si (-2.13, -3.85, -2.32)  0.34
C (-1.82, -5.50, -3.20)  -0.22
C (-3.48, -2.98, -3.32)  -0.22
C (-3.00, -4.51, -0.76)  -0.22
H (-0.06, -3.07, -6.51)  0.02
H (-1.42, -3.59, -5.50)  0.01
H (0.16, -4.38, -5.34)  0.00
H (-0.58, -0.57, -6.07)  0.03
H (0.08, 0.36, -4.73)  0.00
H (-1.55, -0.31, -4.61)  -0.01
H (2.32, -2.54, -5.58)  0.02
H (2.75, -2.27, -3.89)  0.00
H (2.35, -0.90, -4.93)  0.02
H (0.95, -5.68, -3.56)  0.00
H (2.56, -5.89, -2.87)  0.03
H (2.24, -4.53, -3.95)  0.00
H (-0.15, -5.98, -0.74)  0.00
H (0.62, -5.13, 0.61)  0.01
H (1.55, -6.27, -0.35)  0.03
H (3.44, -2.77, -1.60)  0.01
H (3.70, -4.33, -0.82)  0.03
H (2.86, -3.04, 0.05)  0.01
H (-1.39, -5.40, -4.20)  -0.01
H (-2.80, -5.99, -3.31)  0.03
H (-1.19, -6.16, -2.62)  0.01
H (-3.11, -2.65, -4.29)  0.01
H (-3.86, -2.08, -2.83)  -0.02
H (-4.32, -3.66, -3.49)  0.03
H (-2.32, -5.12, -0.15)  0.02
H (-3.82, -5.16, -1.10)  0.03
H (-3.44, -3.76, -0.10)  0.00
N (5.50, 0.08, 0.67)  0.13
C (4.50, 0.04, -0.25)  -0.36
C (3.15, -0.11, 0.14)  -0.04
N (2.18, -0.16, -0.75)  0.01
C (2.52, -0.07, -2.05)  -0.16
C (3.83, 0.05, -2.42)  -0.13
N (4.83, 0.11, -1.54)  0.12
H (5.30, 0.47, 1.61)  -0.06
H (6.38, 0.37, 0.29)  0.09
H (2.89, -0.18, 1.19)  0.13
H (1.71, -0.10, -2.77)  0.06
H (4.10, 0.09, -3.47)  0.10
F (3.40, 7.10, 2.86)  0.09
C (3.74, 5.81, 3.09)  -0.16
C (4.36, 5.44, 4.27)  -0.16
F (4.62, 6.38, 5.19)  0.09
C (4.71, 4.12, 4.48)  -0.28
F (5.30, 3.85, 5.65)  0.05
C (4.47, 3.10, 3.56)  -0.60
Se (4.93, 1.30, 3.89)  0.52
C (3.84, 3.53, 2.38)  -0.26
F (3.56, 2.65, 1.41)  0.05
C (3.48, 4.84, 2.14)  -0.15
F (2.88, 5.18, 0.99)  0.09



3.
A structure of composition C28H22BCl3N9O4PSiW at a distorted geometry. Source: the OMol25 dataset; level of theory: the ωB97M-V functional and the def2-TZVPD basis.

Summary:
- calculated total energy (eV) = -108232.58460
- LUMO level (spin up / spin down) (eV) = -0.975 / -0.716
- Kohn-Sham gap (spin up / spin down) (eV) = 5.8 / 6.2

Last column: Löwdin charge in e.
Positions of all 70 atoms, in Å:
W (-0.71, 0.53, 0.23)  1.31
O (0.51, -0.74, -0.19)  -0.38
C (1.05, -1.78, -0.77)  -0.34
C (0.80, -2.08, -2.12)  -0.17
C (1.36, -3.22, -2.74)  -0.02
C (1.12, -3.49, -4.06)  -0.07
C (0.30, -2.65, -4.83)  -0.08
C (-0.27, -1.55, -4.25)  -0.09
C (-0.02, -1.23, -2.91)  -0.28
P (-0.75, 0.30, -2.27)  1.06
C (0.20, 1.65, -3.05)  -0.33
C (-0.28, 2.96, -2.97)  -0.10
C (0.42, 3.99, -3.58)  -0.07
C (1.61, 3.73, -4.25)  -0.07
C (2.11, 2.43, -4.29)  -0.07
C (1.41, 1.40, -3.69)  -0.06
C (-2.38, 0.35, -3.09)  -0.36
C (-2.71, 1.15, -4.18)  -0.09
C (-3.98, 1.09, -4.72)  -0.07
C (-4.93, 0.22, -4.19)  -0.07
C (-4.60, -0.60, -3.12)  -0.06
C (-3.33, -0.53, -2.57)  -0.11
H (1.97, -3.89, -2.14)  0.11
H (1.57, -4.36, -4.52)  0.11
H (0.11, -2.88, -5.87)  0.10
H (-0.92, -0.91, -4.84)  0.11
H (-1.20, 3.17, -2.45)  0.09
H (0.04, 5.00, -3.53)  0.11
H (2.14, 4.53, -4.74)  0.11
H (3.04, 2.23, -4.79)  0.11
H (1.80, 0.39, -3.72)  0.11
H (-1.98, 1.83, -4.60)  0.10
H (-4.24, 1.72, -5.56)  0.11
H (-5.93, 0.19, -4.61)  0.11
H (-5.33, -1.28, -2.70)  0.11
H (-3.07, -1.17, -1.74)  0.04
N (2.23, -2.12, 3.45)  0.15
C (2.19, -2.69, 2.16)  -0.39
N (1.89, -3.95, 1.77)  0.09
N (1.57, -3.88, 0.51)  0.08
N (1.73, -2.60, 0.16)  -0.09
N (2.22, -1.87, 1.14)  0.15
C (1.98, -0.74, 3.39)  -0.40
N (2.80, 0.25, 3.80)  0.09
N (2.32, 1.36, 3.31)  0.09
N (1.25, 1.03, 2.62)  -0.04
N (0.95, -0.25, 2.71)  0.14
H (2.92, -2.43, 4.11)  0.14
Cl (-3.97, -0.49, 0.97)  0.25
Si (-2.03, -1.23, 1.32)  -0.67
Cl (-2.06, -1.88, 3.25)  0.29
Cl (-1.88, -2.93, 0.13)  0.29
C (-3.01, 2.57, -0.57)  -0.13
O (-1.88, 1.89, -0.09)  -0.47
H (-2.81, 3.64, -0.63)  0.10
H (-3.85, 2.41, 0.11)  0.08
H (-3.29, 2.19, -1.56)  0.07
O (0.44, 3.22, 1.63)  0.17
B (0.27, 1.82, 1.79)  -0.76
O (-1.08, 1.56, 2.34)  -0.02
C (-1.66, 2.80, 2.39)  -0.22
C (-2.94, 3.12, 2.80)  0.00
C (-3.28, 4.47, 2.82)  -0.08
C (-2.37, 5.44, 2.43)  -0.08
C (-1.09, 5.11, 2.00)  0.01
C (-0.75, 3.78, 1.98)  -0.21
H (-3.63, 2.34, 3.11)  0.13
H (-4.26, 4.76, 3.16)  0.10
H (-2.65, 6.49, 2.47)  0.10
H (-0.37, 5.87, 1.70)  0.12



4.
A cluster of 7 separate species, C41H56N3O16PS2 in total. Source: the OMol25 dataset; level of theory: the ωB97M-V functional and the def2-TZVPD basis.

Summary:
- SMILES = [H]/N=C\Cc1c(P(N)O)ccc2c1Sc1c(CCCS(=O)(=O)O)cccc1N2.O=C1CCCO1.O=C1CCCO1.O=C1CCCO1.O=C1CCCO1.O=C1CCCO1.O=C1CCCO1
- calculated total energy (eV) = -111617.81075
- LUMO level (eV) = 0.030
- Kohn-Sham gap (eV) = 7.8

Last column: Löwdin charge in e.
Positions of all 119 atoms, in Å:
H (2.76, 1.80, 1.35)  0.05
N (2.22, 1.64, 2.20)  0.09
C (1.13, 1.07, 1.94)  -0.26
C (0.66, 0.61, 0.57)  -0.18
C (-0.79, 0.20, 0.52)  -0.22
C (-1.82, 1.08, 0.15)  -0.30
P (-1.72, 2.84, -0.35)  0.82
N (-0.33, 3.44, 0.47)  -0.16
O (-2.85, 3.49, 0.65)  -0.29
C (-3.13, 0.60, 0.09)  -0.10
C (-3.44, -0.72, 0.38)  -0.01
C (-2.43, -1.59, 0.75)  -0.26
C (-1.12, -1.12, 0.84)  -0.37
S (0.10, -2.29, 1.37)  1.08
C (-0.48, -3.68, 0.44)  -0.38
C (0.40, -4.53, -0.24)  -0.23
C (1.88, -4.24, -0.27)  -0.15
C (2.18, -3.02, -1.15)  -0.22
C (2.03, -3.34, -2.64)  -0.21
S (2.39, -1.86, -3.51)  0.59
O (1.65, -0.76, -2.96)  -0.28
O (3.82, -1.70, -3.58)  -0.30
O (1.85, -2.18, -4.97)  -0.14
C (-0.13, -5.62, -0.91)  -0.05
C (-1.50, -5.85, -0.94)  -0.08
C (-2.36, -4.98, -0.30)  -0.02
C (-1.85, -3.88, 0.39)  -0.25
N (-2.70, -2.95, 1.04)  0.09
H (0.45, 0.84, 2.77)  0.11
H (1.27, -0.27, 0.32)  0.08
H (0.91, 1.35, -0.19)  0.10
H (-0.49, 4.43, 0.63)  0.04
H (0.47, 3.38, -0.14)  0.02
H (-3.57, 3.81, 0.08)  0.00
H (-3.94, 1.27, -0.19)  0.10
H (-4.47, -1.06, 0.32)  0.12
H (2.41, -5.11, -0.68)  0.12
H (2.28, -4.08, 0.73)  0.12
H (1.47, -2.22, -0.92)  0.07
H (3.17, -2.62, -0.95)  0.12
H (2.74, -4.11, -2.95)  0.12
H (0.99, -3.62, -2.86)  0.12
H (1.98, -1.38, -5.51)  0.09
H (0.54, -6.30, -1.43)  0.11
H (-1.89, -6.70, -1.48)  0.11
H (-3.43, -5.14, -0.33)  0.11
H (-3.67, -3.16, 0.84)  0.13
O (5.75, -5.54, 0.60)  0.12
C (6.10, -4.86, -0.31)  -0.48
C (7.51, -4.43, -0.67)  -0.07
C (7.28, -3.28, -1.65)  -0.14
C (5.94, -3.66, -2.27)  -0.14
O (5.23, -4.36, -1.22)  0.00
H (8.02, -5.27, -1.15)  0.14
H (8.05, -4.13, 0.22)  0.11
H (8.07, -3.15, -2.39)  0.12
H (7.17, -2.34, -1.10)  0.12
H (6.05, -4.34, -3.12)  0.13
H (5.32, -2.82, -2.57)  0.09
O (-5.28, 4.54, -1.12)  0.09
C (-4.71, 4.95, -2.09)  -0.49
C (-4.92, 4.54, -3.54)  -0.06
C (-3.65, 5.06, -4.21)  -0.15
C (-3.30, 6.26, -3.33)  -0.14
O (-3.76, 5.90, -2.01)  0.02
H (-5.82, 5.03, -3.90)  0.13
H (-5.03, 3.46, -3.60)  0.13
H (-3.78, 5.33, -5.26)  0.12
H (-2.86, 4.31, -4.15)  0.11
H (-3.82, 7.17, -3.63)  0.13
H (-2.23, 6.46, -3.28)  0.13
O (-10.08, 1.74, 0.39)  0.11
C (-9.15, 2.24, 0.96)  -0.49
C (-9.07, 2.70, 2.41)  -0.07
C (-7.82, 3.57, 2.41)  -0.15
C (-6.99, 2.94, 1.30)  -0.15
O (-7.96, 2.43, 0.36)  0.02
H (-8.95, 1.82, 3.05)  0.12
H (-9.97, 3.23, 2.68)  0.12
H (-7.31, 3.59, 3.37)  0.08
H (-8.08, 4.59, 2.14)  0.12
H (-6.39, 2.10, 1.66)  0.13
H (-6.34, 3.65, 0.80)  0.10
O (-7.60, 2.16, 5.38)  0.13
C (-6.95, 2.97, 5.97)  -0.47
C (-6.61, 2.98, 7.45)  -0.07
C (-6.13, 4.41, 7.68)  -0.15
C (-5.56, 4.76, 6.31)  -0.14
O (-6.36, 4.03, 5.37)  0.00
H (-5.83, 2.24, 7.63)  0.13
H (-7.49, 2.71, 8.04)  0.13
H (-5.40, 4.51, 8.48)  0.12
H (-6.97, 5.05, 7.91)  0.12
H (-4.52, 4.44, 6.20)  0.13
H (-5.63, 5.82, 6.07)  0.13
O (12.32, -4.97, 1.51)  0.12
C (11.36, -5.07, 2.22)  -0.49
C (11.27, -4.87, 3.72)  -0.08
C (9.94, -5.52, 4.07)  -0.15
C (9.15, -5.34, 2.77)  -0.16
O (10.14, -5.39, 1.73)  0.01
H (11.27, -3.80, 3.91)  0.13
H (12.13, -5.32, 4.21)  0.12
H (9.44, -5.09, 4.93)  0.12
H (10.08, -6.58, 4.26)  0.12
H (8.65, -4.37, 2.73)  0.12
H (8.42, -6.12, 2.60)  0.13
O (2.21, 5.41, -4.71)  0.12
C (2.05, 4.27, -5.01)  -0.49
C (2.95, 3.38, -5.85)  -0.07
C (2.04, 2.22, -6.21)  -0.15
C (1.08, 2.19, -5.02)  -0.15
O (0.97, 3.55, -4.60)  0.02
H (3.79, 3.07, -5.23)  0.13
H (3.32, 3.94, -6.71)  0.12
H (2.56, 1.27, -6.37)  0.11
H (1.48, 2.45, -7.12)  0.12
H (1.48, 1.60, -4.19)  0.11
H (0.09, 1.82, -5.27)  0.13



Q: Among the records above, which one has the highest calculated total energy?
A: C2H4Cl2S